1.
Below is a molecular structure, C22H23N3O6S in a non-equilibrium geometry, with properties calculated with ωB97M-V with the def2-TZVPD basis set.

Structure (XYZ):
```
55
Properties=species:S:1:pos:R:3
O -2.28249 -2.97295 1.00253
C -1.10815 -3.53101 1.06638
N 0.06037 -2.80959 1.28297
C 0.19054 -1.30195 0.98157
C -0.80874 -0.40102 0.67355
C -0.78276 1.00033 0.50934
C 0.38739 1.55829 0.35981
C 1.77925 0.59438 0.61379
C 1.57838 -0.70524 0.94960
H 2.31970 -1.40108 0.99850
H 2.66462 1.00187 0.68971
S 0.91152 3.15436 0.00972
O 2.11054 3.24945 -0.96648
O -0.43637 3.50436 -0.67947
N 1.02002 3.98562 1.28049
C -0.41606 4.14796 2.14101
H -1.21570 4.31295 1.30024
C -0.19872 5.22176 3.14568
H -0.90811 5.03914 3.90578
O 0.92439 4.94640 4.03136
C 2.28271 4.89211 3.14927
H 2.90421 4.76980 4.00216
C 2.04365 3.71801 2.23412
H 2.78736 3.81838 1.54446
H 2.27702 2.67882 2.73145
H 2.33435 5.73329 2.63621
H -0.05679 6.18096 2.47931
H -0.44289 2.99830 2.75998
H -1.66499 1.67091 0.40816
H -1.99943 -0.82843 0.94191
H 0.99617 -3.17787 1.41620
C -0.67488 -4.86296 1.13381
H -1.78588 -5.42820 1.16686
H -0.31473 -5.06092 2.01138
C 0.07642 -5.31553 -0.02835
H 1.06842 -5.03771 0.25786
C -0.34594 -5.11235 -1.39541
N -0.79903 -3.61235 -1.57550
C -1.73026 -2.98029 -1.96302
O -2.84379 -3.44244 -1.93740
C -1.50708 -1.60532 -2.32912
C -2.26334 -0.33957 -2.44766
C -1.41506 0.83727 -2.80908
C -0.05982 0.91011 -2.78949
C 0.83397 -0.23996 -2.25729
C 0.03290 -1.61432 -2.22691
C 0.48910 -2.85039 -1.81178
O 1.60176 -3.21849 -1.57139
H 1.91417 -0.31895 -2.17841
H 0.45981 1.86250 -2.72231
H -1.90788 1.56780 -3.03586
H -3.09219 -0.59462 -2.69825
H 0.16092 -5.77130 -2.14661
H -1.66276 -5.43038 -1.49993
H 0.04536 -6.52059 0.02672
```

Summary:
**Multiplicity**: 1
**LUMO energy**: -0.72 eV
**HOMO level**: -8.78 eV
**Relative energy (zero: lowest compared OMol25 entry of this formula, charge and spin)**: 18.801 eV



2.
Below is 3 unconnected molecules or ions with the total composition C31H57BCl2N3O12P2S in a non-equilibrium geometry, with properties calculated with ωB97M-V with the def2-TZVPD basis set.

Structure (XYZ):
```
109
Properties=species:S:1:pos:R:3
C 2.45255 0.29357 4.22400
C 1.60717 1.41596 3.50607
P 0.65130 0.81544 1.93590
Cl 0.65981 -1.29211 2.50929
C -1.05777 1.05830 2.72482
C -2.23389 0.22510 2.08465
C -3.09021 0.99816 1.01303
C -3.88362 2.23166 1.57147
N -4.70599 2.96093 0.56317
C -3.88525 3.79903 -0.33304
C -5.60488 2.08929 -0.15356
C -5.24939 1.40683 -1.53173
O -6.71653 1.88864 0.29502
P 0.79519 2.95599 1.25247
O -0.49896 3.15710 0.13013
Cl 0.47145 4.32009 2.83749
O -0.05708 0.44679 0.38823
C 0.85838 -0.21857 -0.50826
B 0.43544 -1.68146 -1.04663
O -0.39174 -1.72259 -2.20663
N 0.76894 -2.99346 -0.44182
C -0.36377 -3.57163 0.33456
C 1.00708 -3.90724 -1.61257
C 2.35040 0.10458 -0.06529
C 3.39431 -1.05304 0.15005
C 4.43019 -1.19644 -1.05954
C 5.42945 -2.32376 -0.66514
O 5.07474 -3.48325 -0.82207
N 6.72474 -2.11488 -0.07896
C 7.48485 -1.04844 -0.71661
C 8.10166 -1.11785 -2.03849
C 8.86776 0.03300 -2.50338
C 9.07085 1.24630 -1.72926
C 8.43020 1.32853 -0.42092
C 7.67130 0.18529 0.03878
C 2.84820 1.31675 -0.97238
S 4.20568 2.28903 -0.22351
O 5.02065 1.55092 0.74114
O 4.96650 2.92260 -1.31582
O 2.26648 0.67583 1.26525
H 3.16776 0.83427 4.91988
H 1.84391 -0.36292 4.90463
H 3.10843 -0.29632 3.53555
H 2.36261 2.15395 3.10775
H 0.92814 1.85429 4.27492
H -1.40023 2.12349 2.78789
H -0.96632 0.70545 3.79318
H -1.93589 -0.75333 1.64245
H -2.94784 -0.02378 2.92951
H -3.76761 0.22850 0.53746
H -2.43104 1.36344 0.17930
H -4.51084 2.00685 2.47426
H -3.11346 2.97801 1.92245
H -4.44781 3.95579 -1.29979
H -3.70002 4.83081 0.07392
H -2.91790 3.30610 -0.64093
H -4.72136 0.42603 -1.36587
H -4.57464 2.02306 -2.17186
H -6.20135 1.16132 -2.07693
H -0.11319 3.73571 -0.54824
H 0.71262 0.42392 -1.44240
H -0.33177 -0.88535 -2.69474
H -1.20246 -2.85903 0.53328
H 0.04867 -3.84919 1.35004
H -0.73797 -4.54338 -0.09554
H 0.03549 -4.26404 -2.08316
H 1.59059 -4.82192 -1.33791
H 1.55841 -3.37530 -2.44207
H 4.02155 -0.75130 1.03502
H 2.95544 -2.04352 0.41425
H 5.02709 -0.25862 -1.20835
H 3.93107 -1.46165 -2.02561
H 7.24728 -2.97578 -0.27042
H 7.97428 -2.05585 -2.62910
H 9.36216 -0.00997 -3.50304
H 9.68197 2.10066 -2.08849
H 8.52599 2.23928 0.21738
H 7.19654 0.26246 1.04780
H 2.01668 2.05692 -1.15088
H 3.12734 0.95276 -2.00301
H 3.56928 3.30632 0.48256
O -4.07369 5.38041 3.28738
C -5.21745 5.25902 3.63842
O -5.61697 5.78625 4.81623
C -6.98434 5.88727 5.22236
C -7.44455 4.62108 5.91512
C -6.19569 4.44292 2.83424
H -7.62373 6.15795 4.37987
H -7.02868 6.71987 5.92548
H -7.40675 3.76158 5.24404
H -8.46816 4.73134 6.27802
H -6.79320 4.39268 6.76089
H -6.13982 3.40162 3.14827
H -5.91949 4.51177 1.78574
H -7.22131 4.80210 2.90628
O -0.56535 -5.86595 -2.99242
C -0.71775 -6.09095 -4.16319
O -1.96022 -6.23042 -4.66573
C -2.25683 -6.28175 -6.06500
C -2.15154 -7.69701 -6.59531
C 0.46668 -6.31901 -5.06796
H -1.63451 -5.57932 -6.62273
H -3.28486 -5.93369 -6.16739
H -1.13569 -8.08492 -6.50266
H -2.44157 -7.73623 -7.64669
H -2.79980 -8.36534 -6.02553
H 0.73735 -7.37456 -5.04576
H 1.30168 -5.72828 -4.69301
H 0.29841 -5.99754 -6.09396
```

Summary:
**Multiplicity**: 1
**Total charge**: -1
**LUMO energy**: 1.91 eV
**HOMO level**: -4.68 eV
**Relative energy (zero: lowest compared OMol25 entry of this formula, charge and spin)**: 2.536 eV



3.
Below is C5H8O in the gas phase in a non-equilibrium geometry, with properties calculated with ωB97M-V with the def2-TZVPD basis set.

Structure (XYZ):
```
14
Properties=species:S:1:pos:R:3
C -1.38336 0.73840 -0.99837
C 0.02918 0.21202 -0.76273
O 0.71067 1.04751 0.17383
C 1.26487 0.27359 1.24035
C 0.80259 -1.11438 0.97000
C 0.08638 -1.14355 -0.15191
H -1.33984 1.76667 -1.37303
H -1.90876 0.12485 -1.73960
H -1.95965 0.73325 -0.06652
H 0.57906 0.19257 -1.71002
H 2.36331 0.29614 1.20904
H 0.94628 0.68861 2.20638
H 0.19467 -1.78208 1.56802
H -0.38539 -2.03358 -0.56545
```

Summary:
**Multiplicity**: 1
**LUMO energy**: 1.08 eV
**HOMO level**: -9.11 eV
**Relative energy (zero: lowest compared OMol25 entry of this formula, charge and spin)**: 1.986 eV



4.
Below is 6 unconnected molecules or ions with the total composition C32H80BrFN10O9P in a non-equilibrium geometry, with properties calculated with ωB97M-V with the def2-TZVPD basis set.

Structure (XYZ):
```
134
Properties=species:S:1:pos:R:3
C 4.09053 -2.11564 0.77182
N 3.19516 -1.60268 1.83330
C 4.01453 -1.57370 3.09490
C 2.77124 -0.29412 1.60875
O 2.30908 0.34344 2.49225
C 2.90901 0.39880 0.26508
C 1.57572 0.88568 -0.29486
C 0.45649 -0.15518 -0.41420
C -0.41021 -0.33156 0.84262
C -1.72795 0.46007 0.81460
C -2.94773 -0.39383 0.49061
O -3.10154 -1.49893 1.34203
N 0.93137 1.99247 0.50486
C 1.61484 3.15520 0.14850
N 2.01997 4.05833 0.94602
Br 1.73256 3.81148 2.76017
C 2.71369 5.28156 0.33623
N 3.23513 6.14718 1.31898
N 1.73260 3.14533 -1.21102
C 1.94243 1.74109 -1.57864
F 3.28757 1.72766 -1.90434
P 1.22774 1.28288 -3.29245
O 1.43795 -0.34289 -3.37389
O -0.39552 1.59708 -3.23818
H 4.91635 -1.40949 0.62475
H 4.55040 -3.04850 1.05352
H 3.58850 -2.20981 -0.18480
H 4.53965 -2.51395 3.16807
H 4.75588 -0.78623 2.98532
H 3.40141 -1.43982 3.96958
H 3.56857 1.24343 0.43043
H 3.36803 -0.19271 -0.52054
H 0.92292 -1.11067 -0.65706
H -0.22480 0.05962 -1.23326
H -0.68254 -1.38161 0.88546
H 0.11618 -0.11765 1.76163
H -1.89021 0.87734 1.80729
H -1.73795 1.30719 0.12615
H -3.81888 0.25654 0.61571
H -2.97066 -0.69589 -0.54882
H -3.01998 -1.22872 2.26463
H 0.08835 2.14487 -0.05647
H 2.07076 5.78179 -0.37758
H 3.56615 4.87170 -0.19984
H 3.93198 5.70181 1.89744
H 2.52481 6.59815 1.87852
H 2.49450 3.71356 -1.57914
H 1.70522 -0.70453 -2.51318
H -0.83283 0.85186 -3.68556
C -6.40283 -5.33641 0.45795
C -5.73961 -4.24742 1.29641
C -4.84416 -4.79286 2.41851
O -5.54208 -5.28641 3.54624
C -6.02686 -6.61208 3.42261
N -6.77608 -3.34751 1.81583
H -7.23971 -5.80466 0.97659
H -6.79659 -4.91223 -0.46596
H -5.68635 -6.11549 0.18806
H -5.09514 -3.66888 0.62688
H -4.23657 -3.96436 2.79446
H -4.14577 -5.54950 2.03756
H -5.35059 -7.23862 2.83471
H -7.02568 -6.62463 2.98154
H -6.10257 -7.03139 4.42581
H -6.32636 -2.57029 2.29352
H -7.26182 -3.84187 2.56058
C 3.63150 4.64104 7.33476
C 2.67333 3.68612 6.63158
C 1.48699 3.24557 7.50523
O 1.80420 2.27074 8.47418
C 2.37361 2.77117 9.67367
N 3.43194 2.53550 6.12463
H 4.27415 4.12766 8.04824
H 4.28497 5.12275 6.60665
H 3.08821 5.42602 7.86405
H 2.25639 4.22455 5.77047
H 0.74560 2.77416 6.85221
H 0.99350 4.10796 7.97198
H 1.96028 3.74659 9.94317
H 3.46085 2.83399 9.59457
H 2.14002 2.06494 10.46931
H 2.81009 1.94684 5.57446
H 3.66676 1.95557 6.92675
C 3.33088 -3.34173 -4.53222
C 3.65126 -4.54303 -3.65104
C 2.81691 -5.79134 -3.97340
O 1.48490 -5.74570 -3.49656
C 0.57304 -5.04283 -4.32144
N 3.51042 -4.14680 -2.24178
H 2.39584 -2.86113 -4.24317
H 4.11670 -2.59042 -4.44321
H 3.26103 -3.62476 -5.58377
H 4.69841 -4.80403 -3.82754
H 3.27728 -6.64348 -3.46660
H 2.83382 -6.01570 -5.04705
H 0.80849 -5.16261 -5.38215
H 0.54726 -3.98085 -4.06236
H -0.42048 -5.45219 -4.13980
H 3.81864 -4.91415 -1.65039
H 2.51282 -4.07915 -2.05076
C 6.40862 6.59530 -4.94052
C 6.35287 6.89197 -3.44539
C 5.53980 5.86309 -2.64484
O 4.12876 5.99823 -2.76412
C 3.57033 5.40301 -3.92812
N 5.85713 8.25710 -3.25081
H 5.47955 6.85363 -5.44837
H 7.19961 7.18005 -5.40803
H 6.62037 5.54010 -5.12676
H 7.37815 6.84944 -3.06716
H 5.75666 6.01752 -1.58317
H 5.84661 4.83657 -2.88557
H 4.10029 4.49005 -4.21287
H 3.56333 6.10639 -4.76110
H 2.53144 5.14750 -3.70766
H 5.91339 8.49712 -2.26435
H 4.85893 8.25591 -3.44582
C -9.76455 -1.57806 -3.80507
C -9.21892 -2.97717 -4.07199
C -8.91846 -3.77706 -2.79454
O -7.72807 -3.39875 -2.12808
C -7.84488 -2.26927 -1.27701
N -8.04122 -2.87014 -4.93921
H -8.98602 -0.88506 -3.48704
H -10.20503 -1.16791 -4.71401
H -10.54128 -1.59751 -3.03794
H -9.99087 -3.52694 -4.61833
H -8.77064 -4.82254 -3.08010
H -9.76912 -3.75585 -2.10132
H -8.82170 -2.22271 -0.79007
H -7.65544 -1.34784 -1.83529
H -7.08405 -2.35388 -0.50411
H -7.73575 -3.80402 -5.19988
H -7.27714 -2.51299 -4.37074
```

Summary:
**Multiplicity**: 1
**Total charge**: +1
**LUMO energy**: -3.52 eV
**HOMO level**: -10.27 eV



5.
Below is 15 unconnected molecules or ions with the total composition H29O18S in a non-equilibrium geometry, with properties calculated with ωB97M-V with the def2-TZVPD basis set.

Structure (XYZ):
```
48
Properties=species:S:1:pos:R:3
O 3.61492 -1.69571 0.48046
H 3.51092 -2.40571 0.03646
H 2.62492 -1.35971 0.29446
H 3.75692 -1.68071 1.41846
S 0.01292 -0.01171 0.08746
O -0.35208 1.05229 -0.84954
O -0.66308 -1.19071 -0.24754
O 1.47892 -0.28271 0.02746
O -0.31308 0.37629 1.39346
O 2.38992 0.34229 -2.33254
H 2.19492 -0.02171 -1.44554
H 1.65492 -0.22971 -2.78754
O -1.45808 -2.46371 1.70246
H -1.84708 -1.59271 2.06346
H -1.17708 -2.00171 0.98546
O -2.49808 -1.87871 -1.89954
H -1.70108 -1.69871 -1.30654
H -3.25208 -1.35771 -1.41254
O -2.86008 -4.26671 0.25546
H -3.19208 -4.26271 1.13746
H -2.41208 -3.39071 0.44446
O 0.09492 2.40029 3.00146
H -0.40008 3.16129 3.36146
H -0.40408 2.01129 2.26046
O 0.28792 -3.51071 -0.96654
H -0.06108 -2.72971 -0.58654
H -0.24108 -3.79971 -1.70654
O -2.56008 -0.11871 2.71746
H -2.81608 0.71729 3.00946
H -1.72808 -0.00771 2.10146
O -0.54008 1.59029 -3.61254
H 0.09692 2.29129 -3.86654
H -0.51108 1.52429 -2.72854
O 0.22792 3.60929 -0.54054
H -0.04508 2.62829 -0.42554
H -0.46008 3.91629 -0.99554
O -2.93208 1.71329 -1.24054
H -3.30708 1.26229 -2.04154
H -2.03908 1.48629 -1.06154
O 2.34692 3.01529 -2.25754
H 2.46892 2.09929 -2.41954
H 1.61492 3.11629 -1.71354
O 2.63992 2.10629 1.27546
H 2.36992 1.44129 0.64246
H 1.88492 2.20529 1.84146
O 1.82092 -0.61671 2.75546
H 1.22592 0.01929 2.40846
H 1.45192 -1.51071 2.74246
```

Summary:
**Multiplicity**: 1
**Total charge**: -1
**LUMO energy**: 1.38 eV
**HOMO level**: -7.32 eV
**Relative energy (zero: lowest compared OMol25 entry of this formula, charge and spin)**: 0.000 eV



6.
Below is C11H11N3 in the gas phase in a non-equilibrium geometry, with properties calculated with ωB97M-V with the def2-TZVPD basis set.

Structure (XYZ):
```
25
Properties=species:S:1:pos:R:3
C 2.21452 -1.20617 -1.02895
C 1.78974 -0.75235 0.15344
C -0.54762 -0.88989 -0.48564
C 1.67077 -0.98142 -2.34464
C -0.97317 1.61804 -0.46499
C 0.51618 -0.36164 0.51042
C -1.82667 -0.43577 0.21664
C -1.40638 0.86528 0.84626
C -0.57658 -0.20738 -1.95267
C 0.01055 0.50491 1.47369
C 0.61794 1.05983 2.69605
N 0.50254 -0.56967 -2.73440
N -0.57149 1.21550 -1.55383
N -2.93905 -1.05155 0.21086
H 3.17749 -1.73488 -1.04771
H 2.39582 -0.85563 1.10132
H -0.64217 -1.92480 -0.64257
H 2.31558 -1.48310 -3.17931
H -0.76107 2.60779 -0.13683
H -2.05294 1.46972 1.43684
H -1.56608 -0.03641 -2.52164
H 0.95016 2.05749 2.36362
H 1.48607 0.50552 2.99431
H -0.08272 1.11084 3.52100
H -3.70142 -0.52426 0.56872
```

Summary:
**Multiplicity**: 1
**LUMO energy (spin up / spin down)**: -0.65 / -0.65 eV
**HOMO level (spin up / spin down)**: -8.35 / -8.35 eV
**Relative energy (zero: lowest compared OMol25 entry of this formula, charge and spin)**: 5.152 eV